C7H13NO2 in the gas phase. Source: the Open Molecules 2025 dataset; level of theory: ωB97M-V with the def2-TZVPD basis set.

Geometry as XYZ:
```
23
Properties=species:S:1:pos:R:3:forces:R:3
H -2.581 1.129 0.270 -2.380 0.002 0.040
N -1.634 1.353 0.324 1.414 1.061 0.146
C -0.975 0.308 0.145 3.735 1.185 0.466
O -1.456 -0.905 -0.042 0.404 -1.258 -0.480
C -2.853 -1.127 -0.160 -0.086 -1.523 1.151
C 0.912 0.433 0.169 -4.904 -0.519 0.290
O 1.298 1.546 -0.501 -0.064 0.472 -0.821
C 0.747 1.579 -1.824 -3.661 0.881 2.868
C 1.406 -0.942 -0.214 -0.126 0.258 2.678
C 1.890 -1.110 1.289 2.100 2.805 -1.730
C 1.403 0.366 1.593 0.513 -0.860 -0.968
H -2.899 -2.230 -0.439 -0.369 1.444 0.797
H -3.316 -0.581 -0.944 -0.136 0.727 -0.961
H -3.389 -0.828 0.789 0.530 -0.774 -0.803
H 1.096 2.385 -2.360 2.202 0.842 -1.705
H -0.329 2.005 -1.764 1.092 -1.021 0.430
H 0.611 0.576 -2.116 0.515 -0.934 -1.561
H 2.128 -0.775 -0.926 2.045 -0.455 -1.720
H 0.680 -1.681 -0.445 -0.538 -0.361 -0.684
H 1.419 -1.864 1.781 -1.399 -2.058 1.465
H 2.990 -1.194 1.425 -0.740 -0.151 -0.148
H 0.597 0.511 2.287 0.140 0.204 0.689
H 2.254 1.049 1.662 -0.286 0.035 0.559
```
Positions in Å, forces in eV/Å.

Calculated values
- HOMO level: -0.3267 hartree
- Total charge: 0
- Gap between HOMO and LUMO: 9.68 eV
- SMILES: [H]/N=C(\OC)C1(OC)CCC1
- LUMO level: 0.79 eV
- ΔE to the lowest compared entry with this formula, charge and spin: 4.879 eV

Atomic partial charges in e from the natural (NBO) method, atoms 1 to 4:
1 H 0.322
2 N -0.750
3 C 0.548
4 O -0.536